(1)
This record from OMol25 describes a structure of composition C29H25ErN5OS2Si. The level of theory is wB97M-V/def2-TZVPD.

Atoms and positions in Å:
Er (-0.432, -0.061, 0.800)
S (-6.932, -0.117, -3.690)
S (-0.559, -0.647, 5.721)
Si (2.059, 0.372, -0.443)
O (0.528, 0.463, -1.015)
N (-6.178, 1.121, -2.984)
N (-6.102, -1.347, -3.059)
N (-0.532, -0.294, 2.964)
N (-2.285, -1.445, -0.069)
N (-2.414, 1.269, 0.080)
C (3.423, 1.827, -2.324)
C (2.491, -1.613, 1.739)
C (2.926, 1.643, 2.057)
C (0.844, 2.374, 1.141)
C (1.626, -3.856, 1.675)
C (2.662, 2.354, 3.218)
C (1.934, -1.311, 0.489)
C (-3.467, 3.360, -0.425)
C (-4.156, -2.945, -1.460)
C (3.479, 0.463, -1.624)
C (3.332, -0.667, -2.652)
C (2.341, -2.861, 2.327)
C (-4.187, -1.550, -1.511)
C (-2.509, 2.586, 0.222)
C (-5.175, -0.810, -2.280)
C (1.198, -2.334, -0.141)
C (-3.305, 0.645, -0.717)
C (0.572, 3.083, 2.308)
C (1.059, -3.592, 0.437)
C (1.472, 3.056, 3.360)
C (-5.219, 0.596, -2.236)
C (-2.283, -2.773, -0.008)
C (2.016, 1.608, 0.994)
C (-3.246, -0.827, -0.783)
C (-4.360, 2.734, -1.260)
C (-3.206, -3.565, -0.683)
C (4.800, 0.313, -0.864)
C (-0.552, -0.444, 4.143)
C (-4.287, 1.349, -1.410)
H (3.032, -0.855, 2.288)
H (4.146, -0.602, -3.380)
H (1.511, -4.830, 2.131)
H (0.757, -2.152, -1.118)
H (3.393, -1.653, -2.185)
H (-1.514, -3.224, 0.606)
H (-0.334, 3.671, 2.399)
H (-3.161, -4.640, -0.590)
H (3.382, 2.351, 4.026)
H (3.863, 1.104, 1.988)
H (2.495, 1.963, -2.883)
H (-1.795, 3.054, 0.886)
H (2.773, -3.052, 3.300)
H (2.389, -0.604, -3.199)
H (1.259, 3.590, 4.276)
H (-4.890, -3.511, -2.018)
H (4.954, 1.122, -0.147)
H (-3.494, 4.427, -0.262)
H (3.517, 2.653, -1.616)
H (4.254, 1.907, -3.033)
H (0.519, -4.369, -0.090)
H (0.197, 2.501, 0.273)
H (5.635, 0.347, -1.570)
H (4.862, -0.638, -0.328)
H (-5.125, 3.285, -1.791)

Output
HOMO (spin up / spin down) ... -10.83 / -10.84 eV
Charge ... +1
Energy ... -3570.0828 a.u.
Spin multiplicity ... 4



(2)
This record from OMol25 describes a structure of composition C29H25N8O4Pt. The level of theory is wB97M-V/def2-TZVPD.

Atoms and positions in Å:
Pt (0.302, 0.225, -0.310)
O (1.340, 1.742, 0.861)
O (5.746, -2.765, 1.960)
O (1.693, -1.054, 0.300)
O (-1.092, 5.124, 2.381)
N (-2.268, 0.344, 3.010)
N (-0.968, 7.246, 2.933)
N (-0.649, 1.658, -1.530)
N (-1.885, 3.014, -2.802)
N (-1.472, 0.096, 1.017)
N (-0.863, 6.481, 4.093)
N (-3.247, 0.785, 2.186)
N (-0.729, 3.615, -2.441)
C (-0.942, 5.999, -1.759)
C (-1.214, -0.050, 2.309)
C (4.143, 0.339, 2.666)
C (-1.607, 1.762, 4.909)
C (-0.455, 5.007, -2.794)
C (4.816, -1.809, 1.876)
C (-1.589, 2.902, 4.116)
C (-0.948, 5.254, 3.724)
C (-0.002, 2.812, -1.680)
C (-1.221, 6.694, 0.531)
C (-1.779, 8.200, -1.246)
C (-0.960, 1.773, 6.137)
C (5.044, -0.672, 2.686)
C (2.145, 1.476, 1.792)
C (-1.799, 1.835, -2.244)
C (-0.311, 2.921, 6.576)
C (3.693, -1.888, 1.077)
C (2.191, 2.518, 2.881)
C (-1.418, 7.235, -2.177)
C (-0.854, 5.729, -0.401)
C (-1.678, 7.938, 0.109)
C (-0.296, 4.062, 5.790)
C (2.760, -0.842, 1.044)
C (-1.095, 6.414, 1.961)
C (-2.732, 0.619, 0.994)
C (5.609, -3.914, 1.124)
C (2.983, 0.315, 1.839)
C (-0.936, 4.048, 4.553)
C (-2.362, 0.530, 4.458)
H (5.566, -3.626, 0.073)
H (0.186, 2.923, 7.537)
H (-1.501, 7.450, -3.237)
H (6.492, -4.519, 1.300)
H (2.754, 3.388, 2.535)
H (-2.105, 2.919, 3.162)
H (-0.489, 4.774, -0.039)
H (-0.964, 0.885, 6.761)
H (3.478, -2.750, 0.464)
H (5.939, -0.632, 3.293)
H (-1.958, 8.678, 0.848)
H (-2.146, 9.160, -1.584)
H (-0.928, 5.187, -3.755)
H (-3.267, 0.860, 0.090)
H (1.168, 2.847, 3.068)
H (0.202, 4.965, 6.120)
H (-0.300, -0.435, 2.738)
H (-1.981, -0.363, 4.948)
H (0.954, 3.060, -1.247)
H (4.346, 1.217, 3.262)
H (-2.559, 1.079, -2.356)
H (-3.423, 0.616, 4.680)
H (4.717, -4.481, 1.390)
H (2.628, 2.154, 3.805)
H (0.623, 5.092, -2.922)

Output
HOMO (spin up / spin down) ... -11.03 / -11.09 eV
Charge ... +1
Energy ... -1978.1807 a.u.
Energy relative to the best compared isomer or geometry (same formula, charge and spin) ... 0.0000 eV
Spin multiplicity ... 3